Here is 14 unconnected molecules or ions with the total composition C10H48O14 in a non-equilibrium geometry from OMol25. Energies are from the ωB97M-V functional and the def2-TZVPD basis.

## Properties
F_max = 0.081 Eh/bohr
net charge = +1
electronic energy = -39802.3898 eV
2S+1 = 2
M = 392.5 g mol⁻¹
HOMO energy (spin up / spin down) = -0.432 / -0.432 Eh

Last column: Mulliken spin population.
Atoms and positions in Å:
O: -0.1036 -3.6449 1.2782  0.000
H: -0.0062 -3.0352 2.0096  0.000
H: 0.4366 -3.2722 0.5815  0.000
O: -0.5109 -2.6931 -3.7249  0.000
H: -1.0283 -2.1598 -3.1215  0.000
H: -0.5352 -2.2117 -4.5519  0.000
O: -3.4579 3.3590 1.2894  0.000
H: -3.5142 2.9616 2.1583  0.000
H: -2.6898 2.9521 0.8886  0.000
O: -3.0265 -1.3242 -2.3204  0.000
H: -2.6531 -2.0991 -1.9006  0.000
H: -3.9276 -1.5733 -2.5259  0.000
O: -0.6702 2.8715 2.2563  0.009
H: -0.6964 1.9179 2.3348  0.001
H: -0.0387 3.0374 1.5563  -0.001
O: -1.8450 3.1263 -2.9553  0.000
H: -1.4830 3.0351 -3.8367  0.000
H: -2.4979 2.4294 -2.8907  0.000
O: 0.3510 3.7924 -1.5867  0.000
H: -0.2468 3.4630 -2.2577  0.000
H: -0.2168 4.2341 -0.9553  0.000
O: -2.2588 -3.3776 -1.0058  0.000
H: -2.5356 -4.2637 -1.2390  0.000
H: -1.6594 -3.4994 -0.2695  0.000
O: -0.4169 -2.0809 3.9689  0.000
H: -1.2484 -1.7941 4.3464  0.000
H: -0.1762 -2.8547 4.4783  0.000
C: -0.3279 0.6077 -0.6600  -0.004
C: -0.1957 -0.5171 0.4147  0.003
O: -0.4050 0.0729 1.6996  -0.001
H: -1.3307 1.0342 -0.6348  0.000
H: -0.0991 0.1697 -1.6316  0.000
H: 0.4261 1.3849 -0.5353  0.006
H: 0.7760 -1.0051 0.4912  -0.001
H: -0.9166 -1.3028 0.1892  0.001
H: -0.3507 -0.5656 2.4144  0.000
C: 4.0760 2.5690 0.7191  0.023
C: 3.3167 1.2267 0.8206  0.017
O: 2.2588 1.5224 1.7402  0.725
H: 4.5280 2.5944 -0.2724  0.015
H: 4.8846 2.7127 1.4358  0.003
H: 3.5394 3.5177 0.7145  -0.001
H: 3.9975 0.4179 1.0861  0.099
H: 2.9197 0.9298 -0.1501  0.087
H: 1.5779 0.8528 1.6423  -0.016
C: -4.0463 -0.0657 0.8825  0.000
C: -5.0705 0.3780 -0.1474  0.000
O: -4.7207 1.6976 -0.5519  0.001
H: -3.1381 -0.1770 0.2902  0.000
H: -4.1801 -1.0249 1.3826  0.000
H: -3.9798 0.6903 1.6649  0.000
H: -6.0686 0.4227 0.2883  0.000
H: -5.0848 -0.3149 -0.9887  0.000
H: -4.6804 2.2494 0.2326  0.000
C: 2.5193 1.2233 -3.3638  -0.001
C: 2.1037 -0.0796 -4.1395  0.000
O: 2.8320 -1.0875 -3.5472  0.000
H: 3.5998 1.3635 -3.3936  0.000
H: 2.1281 1.1091 -2.3529  0.004
H: 2.0538 2.1063 -3.8016  0.000
H: 2.2516 -0.0471 -5.2189  0.001
H: 1.0414 -0.2891 -4.0144  0.000
H: 2.8149 -1.7648 -4.2273  0.000
C: 2.9794 -1.2443 3.7014  0.009
C: 3.3733 -2.6357 3.0748  0.001
O: 2.2903 -3.5136 2.9918  0.007
H: 3.7946 -0.5744 3.9750  0.000
H: 2.4513 -1.4396 4.6347  0.001
H: 2.2819 -0.7120 3.0548  0.003
H: 4.2038 -3.0646 3.6356  0.005
H: 3.6147 -2.5028 2.0203  0.003
H: 2.6160 -4.2205 2.4299  0.000